Entry from the Open Molecules 2025 dataset: C20H21FN6O2SV as an isolated structure at a distorted geometry (the ωB97M-V functional and the def2-TZVPD basis).

Calculated values
lowest unoccupied orbital energy (alpha / beta): -12.1 / -11.4 eV
HOMO-LUMO gap (alpha / beta): 3.82 / 4.56 eV
total charge: +3
highest occupied orbital energy (alpha / beta): -15.91 / -15.93 eV

Last column: natural (NBO) charge in e.
Atoms and positions in Å:
V1 -0.11700 -0.33186 -0.14404  1.225
N1 0.52620 6.06303 4.49323  -0.696
C1 0.71344 5.03712 3.66752  0.283
C2 1.33229 5.22213 2.40107  -0.258
C3 1.47767 4.17523 1.53752  -0.126
C4 1.02457 2.90718 1.92942  -0.411
C5 0.43867 2.68072 3.18553  -0.140
C6 0.29735 3.72931 4.04676  -0.260
S1 1.00102 1.63754 0.77686  2.244
O1 0.88337 0.27241 1.40720  -0.823
O2 1.93672 1.66995 -0.30274  -0.838
N2 -0.52038 1.54007 0.11808  -0.743
C7 -0.78612 1.73088 -1.20814  0.547
N3 -1.11780 0.52252 -1.71844  -0.484
C8 -1.48397 0.46374 -3.01123  0.098
C9 -1.50580 1.60957 -3.76932  -0.259
C10 -1.11870 2.80594 -3.14783  0.175
N4 -0.73807 2.85582 -1.87729  -0.396
H1 0.81982 6.99537 4.25609  0.425
H2 0.09634 5.93537 5.39284  0.422
H3 1.70011 6.20288 2.13129  0.252
H4 1.94941 4.31022 0.57226  0.257
H5 0.12896 1.68584 3.47790  0.229
H6 -0.11976 3.56765 5.03165  0.247
H7 -1.79239 -0.49424 -3.41055  0.232
H8 -1.83146 1.60122 -4.79927  0.279
H9 -1.13480 3.75260 -3.67582  0.254
C11 1.65038 -2.59989 -4.36757  -0.409
N5 1.03001 -3.12781 -3.13920  -0.367
C12 0.85707 -4.59173 -3.06068  -0.406
C13 0.67063 -2.38300 -2.17936  0.790
N6 0.34363 -1.67463 -1.29131  -0.583
H10 1.00060 -2.80058 -5.21936  0.249
H11 2.59713 -3.11277 -4.53054  0.258
H12 1.83126 -1.53081 -4.29406  0.238
H13 0.07520 -4.90465 -3.75324  0.249
H14 0.59520 -4.89470 -2.05239  0.226
H15 1.79024 -5.06950 -3.35394  0.259
F1 0.06018 -5.79137 2.17150  -0.220
C14 -0.33772 -4.60857 1.83487  0.589
C15 0.03819 -3.51511 2.61894  -0.281
C16 -0.41300 -2.27506 2.26292  -0.047
C17 -1.21585 -2.08205 1.09048  -0.204
C18 -1.88110 -0.82684 0.85605  -0.366
C19 -1.57357 -3.23863 0.32360  -0.016
C20 -1.15472 -4.47940 0.69570  -0.308
H16 0.63249 -3.68629 3.50731  0.290
H17 -0.20900 -1.42785 2.90545  0.257
H18 -1.96120 -0.16996 1.71796  0.281
H19 -2.78247 -0.85408 0.25180  0.270
H20 -2.23858 -3.12892 -0.52567  0.236
H21 -1.46470 -5.37400 0.17017  0.279

Entry from the Open Molecules 2025 dataset: a 2-piece molecular cluster, C12H24N2O5P overall at a distorted geometry (the ωB97M-V functional and the def2-TZVPD basis).

Calculated values
lowest unoccupied orbital energy: 2.5 eV
HOMO-LUMO gap: 6.50 eV
total charge: -1
highest occupied orbital energy: -4.04 eV

Last column: natural (NBO) charge in e.
Atoms and positions in Å:
C1 4.02087 1.81895 1.71245  -0.412
C2 2.97884 1.76019 1.09203  -0.239
P1 1.37918 1.79447 0.04976  1.274
N1 1.44531 3.61919 0.02920  -1.168
C3 2.38275 1.58591 -1.55586  -0.420
C4 1.86089 1.48728 -2.79113  -0.529
O1 1.40474 0.05067 0.06721  -0.803
C5 0.30936 -0.58105 -0.52257  -0.070
C6 -0.94442 -0.66218 0.37048  -0.253
N2 -2.09281 0.13934 -0.09885  -0.645
C7 -2.33053 1.32367 0.71659  -0.239
C8 -3.64137 2.06631 0.39013  0.094
C9 -4.09001 1.93219 -1.07207  -0.639
O2 -3.43859 3.45697 0.69665  -0.731
H1 4.77554 2.03080 2.42596  0.209
H2 0.13745 1.85931 -0.70763  -0.211
H3 0.64577 1.84345 1.28016  -0.151
H4 1.18375 3.93938 -0.89792  0.340
H5 2.41088 3.89884 0.17022  0.351
H6 3.46186 1.48066 -1.42474  0.189
H7 1.11206 2.16901 -3.18980  0.178
H8 2.20599 0.71243 -3.47757  0.171
H9 0.62599 -1.61334 -0.71074  0.161
H10 0.05711 -0.15863 -1.50841  0.166
H11 -1.26419 -1.70870 0.38128  0.183
H12 -0.68370 -0.41563 1.39935  0.207
H13 -1.88451 0.40751 -1.05136  0.351
H14 -1.51763 2.05919 0.63094  0.192
H15 -2.35781 1.01281 1.76155  0.193
H16 -4.44191 1.76881 1.06578  0.166
H17 -4.44453 2.91147 -1.39933  0.211
H18 -4.93457 1.24856 -1.15541  0.209
H19 -3.29170 1.63382 -1.74742  0.202
H20 -2.69069 3.76171 0.17153  0.464
C10 1.56818 -5.75772 0.75777  -0.099
C11 1.80645 -4.30823 0.38174  -0.099
O3 0.55653 -3.70331 0.70898  -0.479
C12 -0.06039 -4.46194 1.64137  0.968
O4 -1.03369 -4.15411 2.24413  -0.566
O5 0.59572 -5.64679 1.79751  -0.501
H21 2.45886 -6.26222 1.12366  0.196
H22 1.13929 -6.33578 -0.06371  0.177
H23 2.58884 -3.83879 0.97976  0.195
H24 2.03085 -4.16450 -0.67167  0.206

Entry from the Open Molecules 2025 dataset: C21H33ClN4Ti as an isolated structure at a distorted geometry (the ωB97M-V functional and the def2-TZVPD basis).

Calculated values
lowest unoccupied orbital energy (alpha / beta): -2.5 / -2.5 eV
HOMO-LUMO gap (alpha / beta): 7.52 / 8.25 eV
multiplicity: 2
⟨S²⟩: 0.755
total charge: +1
highest occupied orbital energy (alpha / beta): -10.02 / -10.74 eV

Last column: Löwdin spin population.
Atoms and positions in Å:
Ti1 -0.22521 0.27437 0.01862  0.913
C1 0.10592 -2.82751 0.01778  0.004
C2 -0.88602 -2.61362 -1.10712  0.001
N1 -1.56261 -1.30720 -0.94260  0.006
C3 -1.99216 -0.83655 -2.26659  0.004
C4 -0.76240 -0.32178 -2.96289  0.000
C5 -0.62850 -0.23969 -4.33554  0.000
C6 0.48281 0.40289 -4.86050  0.000
C7 1.39656 0.98095 -3.99344  0.000
C8 1.18966 0.85541 -2.63211  0.001
C9 1.97667 1.60749 -1.60257  0.004
N2 1.93491 0.87242 -0.32812  0.008
C10 2.85900 -0.28666 -0.32975  0.002
C11 2.13246 -1.57961 -0.69004  0.001
N3 0.92923 -1.61988 0.14721  0.005
N4 0.16310 0.16628 -2.12546  -0.003
H1 0.71334 -3.71834 -0.16558  0.000
H2 -0.44064 -2.97258 0.94868  0.000
H3 -1.60150 -3.43719 -1.15592  0.000
H4 -0.35074 -2.58824 -2.05675  0.000
H5 -2.36891 -1.41947 -0.33722  0.000
H6 -2.66969 0.00847 -2.14342  0.001
H7 -2.49051 -1.61774 -2.84774  0.000
H8 -1.39134 -0.65415 -4.98032  0.000
H9 0.62410 0.47327 -5.93044  0.000
H10 2.24473 1.53923 -4.36578  0.000
H11 1.45831 2.55917 -1.45749  0.000
H12 2.99890 1.80744 -1.93618  0.001
H13 2.23645 1.51108 0.39609  0.001
H14 3.27847 -0.39319 0.67343  0.000
H15 3.69299 -0.12417 -1.01675  0.000
H16 2.78931 -2.43515 -0.50207  0.000
H17 1.85593 -1.59930 -1.74199  0.000
H18 1.26172 -1.58449 1.10220  0.001
C12 0.43125 1.24351 2.18060  -0.003
C13 0.14431 -0.12475 2.41480  -0.003
C14 -1.19758 -0.36673 2.03212  -0.002
C15 -1.74301 0.86841 1.57953  0.010
C16 -0.74119 1.87291 1.71283  0.007
C17 -0.98341 3.35045 1.66960  0.001
C18 -3.20158 1.11624 1.34012  0.003
C19 -2.04677 -1.52884 2.46586  0.000
C20 1.02168 -1.04716 3.21201  -0.001
C21 1.68523 1.92766 2.64212  -0.001
H19 -1.42695 3.67071 0.73140  0.000
H20 -0.05987 3.90766 1.82352  0.000
H21 -1.67196 3.61680 2.47475  0.000
H22 -3.35192 2.06391 0.82939  0.000
H23 -3.73340 1.14713 2.29490  0.001
H24 -3.65767 0.33101 0.73208  0.000
H25 -2.76280 -1.85287 1.70640  0.000
H26 -2.63418 -1.22356 3.33483  0.000
H27 -1.45026 -2.38928 2.76843  0.000
H28 0.74918 -2.09717 3.08677  0.000
H29 0.90712 -0.81631 4.27343  0.000
H30 2.08336 -0.93014 2.97921  0.000
H31 1.85326 2.87492 2.12842  0.000
H32 2.56993 1.29658 2.52052  0.000
H33 1.60574 2.14784 3.70872  -0.001
Cl1 -1.34284 2.05911 -1.13196  0.039

Entry from the Open Molecules 2025 dataset: a single C6H10N2S molecule at a distorted geometry (the ωB97M-V functional and the def2-TZVPD basis).

Calculated values
lowest unoccupied orbital energy (alpha / beta): -1.3 / -1.3 eV
HOMO-LUMO gap (alpha / beta): 7.43 / 7.43 eV
energy relative to the best compared isomer or geometry (same formula, charge and spin): 326.3 kJ/mol
highest occupied orbital energy (alpha / beta): -8.73 / -8.72 eV

Last column: natural (NBO) charge in e.
Atoms and positions in Å:
C1 0.28919 1.57867 0.95905  0.198
C2 -1.71577 -1.28246 0.25934  -0.273
C3 -2.34311 0.17734 0.08430  -0.556
C4 0.16833 0.88821 -0.24046  -0.191
C5 2.48155 -0.20548 -0.36380  -0.605
C6 1.39739 0.58954 -1.09579  -0.435
N1 0.35799 2.14758 1.95832  -0.288
N2 -0.44493 -1.28568 0.80986  -0.588
S1 -1.30874 1.00165 -1.08732  0.417
H1 -2.52133 -1.89591 0.77685  0.238
H2 -1.63356 -1.80063 -0.80031  0.183
H3 -3.26740 0.13879 -0.34511  0.228
H4 -2.22493 0.46476 1.14434  0.233
H5 3.38146 -0.27400 -1.00743  0.217
H6 2.27174 -1.33032 -0.16443  0.236
H7 2.63028 0.32292 0.66278  0.216
H8 1.03758 0.06050 -1.90183  0.220
H9 1.85818 1.48491 -1.43062  0.220
H10 -0.41391 -0.78040 1.78228  0.331

Entry from the Open Molecules 2025 dataset: a 2-piece molecular cluster, C3H9N2O3 overall at a distorted geometry (the ωB97M-V functional and the def2-TZVPD basis).

Calculated values
lowest unoccupied orbital energy (alpha / beta): -3.7 / -9.1 eV
HOMO-LUMO gap (alpha / beta): 8.39 / 7.02 eV
multiplicity: 3
⟨S²⟩: 2.007
energy relative to the best compared isomer or geometry (same formula, charge and spin): 288.0 kJ/mol
total charge: +1
highest occupied orbital energy (alpha / beta): -12.11 / -16.08 eV

Last column: Löwdin spin population.
Atoms and positions in Å:
C1 -1.40734 0.23142 -1.25899  0.075
C2 -1.04444 -0.54128 0.97560  0.076
C3 -0.43119 1.67300 0.43567  0.790
N1 2.20191 -0.61892 0.17315  0.003
N2 -0.90310 0.55921 0.06681  0.770
O1 3.25344 -1.52214 -0.18353  0.010
O2 2.37902 -0.03753 1.17650  0.005
O3 1.31593 -0.47079 -0.61081  0.062
H1 -1.89352 -0.70765 -1.12334  0.002
H2 -2.23487 1.05949 -1.41118  0.042
H3 -0.59990 0.19873 -1.94738  0.027
H4 -0.52540 -1.40975 0.68024  0.022
H5 -0.69380 -0.09665 1.86234  0.002
H6 -2.11485 -0.60841 1.09667  0.036
H7 -0.38993 2.46496 -0.28800  0.043
H8 -0.09063 1.77824 1.48024  0.035
H9 3.17868 -1.95193 -1.12399  0.000

Entry from the Open Molecules 2025 dataset: a 2-piece molecular cluster, C4H16N3O overall at a distorted geometry (the ωB97M-V functional and the def2-TZVPD basis).

Calculated values
lowest unoccupied orbital energy: -2.7 eV
HOMO-LUMO gap: 10.64 eV
energy relative to the best compared isomer or geometry (same formula, charge and spin): 106.8 kJ/mol
total charge: +1
highest occupied orbital energy: -13.33 eV

Last column: natural (NBO) charge in e.
Atoms and positions in Å:
N1 1.24306 0.40263 0.42485  -0.749
C1 0.53793 0.86934 -0.85937  -0.036
C2 -0.88337 1.22977 -0.49861  -0.443
C3 -1.17967 1.77847 0.90179  -0.238
N2 -0.95929 0.69065 1.88140  -0.844
C4 0.63166 -0.13456 -2.02965  -0.235
N3 2.09364 -0.20068 -2.31163  -0.864
H1 1.87353 1.15701 0.65514  0.426
H2 0.48712 0.28655 1.31078  0.464
H3 1.81908 -0.43764 0.38227  0.443
H4 1.02769 1.83464 -1.07387  0.206
H5 -1.47900 0.27209 -0.59811  0.205
H6 -1.37801 1.81771 -1.27282  0.257
H7 -2.19637 2.20196 0.94844  0.221
H8 -0.55323 2.66905 1.04536  0.203
H9 -1.38953 -0.18910 1.59989  0.388
H10 -1.40580 1.02672 2.72802  0.408
H11 0.52463 -1.16374 -1.60699  0.214
H12 -0.04063 0.15545 -2.83462  0.216
H13 2.30752 0.67001 -2.76062  0.363
H14 2.49680 -0.99025 -2.78552  0.394
H15 -1.94527 -3.27849 2.29599  0.464
H16 -1.10502 -4.53396 2.37576  0.480
O1 -1.31490 -3.79944 1.78908  -0.944